ORCA calculation (ωB97M-V with the def2-TZVPD basis set) on a molecular structure, C38H50As2N8O5PRh.

Its spin multiplicity is 5. As for the relative energy (zero: lowest compared OMol25 entry of this formula, charge and spin): 0.0 kcal/mol. As for the orbital gap (spin up / spin down): 0.296 / 0.171 Ha. The charge is +2.

Each line ends with the Mulliken spin population.
Cartesian coordinates (Å):
1 Rh 11.741 14.046 14.111  2.303
2 C 15.988 12.409 11.175  0.003
3 N 14.763 12.340 11.937  0.003
4 C 13.973 13.339 12.403  0.090
5 N 13.131 12.864 13.294  0.068
6 C 13.423 11.503 13.445  -0.016
7 N 14.361 11.120 12.577  0.014
8 C 15.748 12.280 9.706  0.000
9 C 16.410 11.225 9.037  0.000
10 C 16.272 11.149 7.666  0.000
11 C 15.477 12.057 6.945  0.001
12 C 14.841 13.141 7.573  -0.001
13 C 15.093 13.290 8.980  -0.001
14 C 14.083 14.162 6.874  0.000
15 N 13.460 14.236 5.737  0.000
16 N 12.574 15.361 5.800  0.000
17 C 12.666 15.796 7.027  0.000
18 O 13.642 15.179 7.744  0.000
19 C 11.970 17.024 7.597  0.000
20 C 10.958 17.675 6.867  0.000
21 C 10.273 18.712 7.565  0.000
22 C 10.455 18.876 8.927  0.001
23 C 11.449 18.213 9.631  -0.002
24 C 11.843 18.656 11.011  0.001
25 N 12.098 17.609 12.006  0.010
26 C 12.015 16.258 11.969  0.060
27 N 12.230 15.792 13.176  0.000
28 C 12.517 16.923 13.934  0.062
29 N 12.465 18.025 13.245  0.004
30 C 12.294 17.357 8.905  0.000
31 H 16.656 11.592 11.515  0.000
32 H 16.351 13.406 11.444  0.000
33 H 14.039 14.387 12.090  -0.008
34 H 12.832 10.811 14.026  0.024
35 H 16.843 10.426 9.676  0.000
36 H 16.805 10.373 7.137  0.000
37 H 15.325 11.920 5.879  0.000
38 H 14.614 14.163 9.503  0.001
39 H 10.716 17.429 5.830  0.000
40 H 9.485 19.360 7.151  0.000
41 H 9.892 19.671 9.380  0.000
42 H 10.997 19.233 11.457  0.002
43 H 12.783 19.261 11.058  0.001
44 H 11.530 15.712 11.154  0.009
45 H 12.802 16.882 14.985  -0.015
46 H 13.143 16.873 9.366  0.000
47 C 8.464 14.030 13.005  0.039
48 As 9.809 12.804 13.789  0.071
49 C 9.768 11.184 12.696  0.059
50 C 8.821 12.223 15.439  0.140
51 C 7.799 12.901 16.094  -0.059
52 C 7.119 12.470 17.239  -0.010
53 C 7.405 11.226 17.753  0.009
54 C 8.408 10.492 17.124  0.013
55 C 9.096 10.979 16.041  0.014
56 As 10.929 14.477 16.301  0.921
57 C 12.569 14.072 17.425  0.033
58 C 10.735 16.366 16.862  0.085
59 H 7.547 13.450 12.864  0.004
60 H 8.805 14.358 12.036  0.002
61 H 8.359 14.856 13.656  0.002
62 H 8.742 10.980 12.285  0.009
63 H 10.224 10.378 13.233  -0.014
64 H 10.345 11.508 11.848  0.003
65 H 7.523 13.904 15.714  0.000
66 H 6.436 13.107 17.807  -0.001
67 H 6.989 10.912 18.712  0.000
68 H 8.684 9.506 17.483  0.002
69 H 12.865 14.889 18.118  0.008
70 H 13.437 13.911 16.788  0.012
71 H 12.385 13.124 17.951  0.017
72 H 10.200 16.455 17.824  0.018
73 H 10.183 16.803 16.033  -0.009
74 H 11.692 16.889 16.888  0.020
75 C 10.199 5.940 14.639  0.000
76 C 8.953 6.766 14.912  -0.001
77 C 8.148 6.222 16.083  0.000
78 C 8.144 6.991 13.639  0.001
79 O 9.377 8.152 15.306  -0.004
80 P 10.747 8.820 15.619  -0.009
81 O 10.293 10.375 15.583  0.007
82 O 11.828 8.747 14.637  0.002
83 O 11.090 8.390 17.104  -0.001
84 C 12.338 8.633 17.852  0.002
85 C 12.622 10.124 17.816  -0.001
86 C 13.400 7.754 17.220  0.000
87 C 12.069 8.130 19.238  0.000
88 H 9.847 4.908 14.307  0.000
89 H 10.826 5.783 15.528  0.000
90 H 10.806 6.487 13.866  0.000
91 H 7.861 5.192 15.828  0.000
92 H 7.281 6.876 16.342  0.000
93 H 8.812 6.248 16.923  0.000
94 H 7.354 6.231 13.439  0.000
95 H 8.818 7.037 12.778  0.000
96 H 7.516 7.930 13.669  0.000
97 H 12.974 10.526 16.865  0.002
98 H 13.491 10.296 18.440  0.001
99 H 11.840 10.723 18.151  0.001
100 H 13.598 7.964 16.194  0.000
101 H 13.076 6.740 17.211  0.000
102 H 14.409 7.795 17.776  0.000
103 H 11.256 8.744 19.682  0.000
104 H 12.952 8.301 19.892  0.000
105 H 11.821 7.053 19.240  0.000


ORCA calculation (ωB97M-V with the def2-TZVPD basis set) on C7H10 in the gas phase.

Its structure (SMILES) is C1C[C@H]2[C@@H]1[C@H]1C[C@@H]21. Its spin multiplicity is 1. As for the relative energy (zero: lowest compared OMol25 entry of this formula, charge and spin): 119.0 kcal/mol. As for the orbital gap: 0.338 Ha.

Each line ends with the natural charge from an NBO analysis.
Cartesian coordinates (Å):
1 C -1.387 0.771 0.369  -0.415
2 C -1.508 -0.697 -0.140  -0.411
3 C -0.197 -0.514 -0.946  -0.216
4 C -0.136 0.981 -0.530  -0.206
5 C 1.254 0.720 0.098  -0.257
6 C 1.282 -0.012 1.383  -0.478
7 C 1.166 -0.753 -0.246  -0.255
8 H -2.238 1.410 0.109  0.208
9 H -1.179 0.859 1.440  0.230
10 H -1.494 -1.483 0.625  0.206
11 H -2.378 -0.859 -0.787  0.211
12 H -0.186 -0.825 -1.998  0.222
13 H -0.171 1.787 -1.270  0.212
14 H 2.127 1.299 -0.194  0.232
15 H 2.323 -0.260 1.633  0.192
16 H 0.740 -1.075 1.097  0.292
17 H 1.982 -1.351 -0.644  0.235


ORCA calculation (ωB97M-V with the def2-TZVPD basis set) on 2 unconnected molecules or ions with the total composition C4H9O3.

Its spin multiplicity is 4. As for the relative energy (zero: lowest compared OMol25 entry of this formula, charge and spin): 0.7 kcal/mol. As for the orbital gap (spin up / spin down): 0.275 / 0.411 Ha.

Each line ends with the natural charge from an NBO analysis.
Cartesian coordinates (Å):
1 O 2.726 -1.241 3.585  -0.005
2 O 3.854 -1.316 3.569  0.006
3 H 2.169 0.107 1.282  0.485
4 O 1.716 -0.237 0.480  -0.678
5 C 0.538 0.407 0.266  0.109
6 C -0.404 -0.038 -0.798  -0.306
7 C -0.811 1.098 -1.740  -0.594
8 C -1.622 -0.718 -0.178  -0.595
9 H 0.242 1.217 0.914  0.137
10 H 0.153 -0.787 -1.388  0.209
11 H 0.057 1.565 -2.206  0.213
12 H -1.460 0.732 -2.536  0.205
13 H -1.359 1.873 -1.204  0.199
14 H -1.319 -1.530 0.484  0.212
15 H -2.198 -0.005 0.414  0.199
16 H -2.282 -1.128 -0.943  0.203


ORCA calculation (ωB97M-V with the def2-TZVPD basis set) on 5 unconnected molecules or ions with the total composition C15H34BrNO14S5.

Its structure (SMILES) is O=C(N=C=S)OCBr.CCOS(C)(=O)=O.CCOS(C)(=O)=O.CCOS(C)(=O)=O.CCOS(C)(=O)=O. Its spin multiplicity is 1. As for the orbital gap: 0.369 Ha.

Each line ends with the natural charge from an NBO analysis.
Cartesian coordinates (Å):
1 O 2.266 -5.435 3.615  -0.498
2 C 2.684 -5.015 2.587  0.896
3 N 4.090 -4.875 2.328  -0.522
4 C 4.509 -3.731 2.413  0.224
5 S 5.081 -2.295 2.277  0.124
6 O 1.910 -4.667 1.526  -0.516
7 C 1.133 -3.511 1.716  -0.123
8 Br -0.557 -3.808 2.639  -0.015
9 H 1.664 -2.717 2.231  0.215
10 H 0.867 -3.162 0.727  0.212
11 C 3.268 2.848 0.127  -0.650
12 C 2.979 2.232 1.480  -0.077
13 O 1.600 1.805 1.626  -0.721
14 S 1.153 0.476 0.891  2.395
15 C -0.393 0.275 1.707  -0.888
16 O 2.037 -0.590 1.259  -0.956
17 O 0.906 0.764 -0.492  -0.957
18 H 3.191 2.110 -0.671  0.218
19 H 4.280 3.255 0.115  0.225
20 H 2.565 3.650 -0.094  0.238
21 H 3.641 1.389 1.687  0.196
22 H 3.131 2.967 2.267  0.202
23 H -0.214 0.085 2.762  0.260
24 H -0.893 -0.576 1.247  0.263
25 H -0.983 1.177 1.565  0.255
26 C -7.151 -1.333 3.707  -0.641
27 C -6.434 -2.215 4.710  -0.077
28 O -6.015 -3.475 4.143  -0.722
29 S -4.745 -3.472 3.186  2.386
30 C -4.509 -5.214 3.125  -0.889
31 O -3.647 -2.869 3.880  -0.944
32 O -5.131 -3.009 1.889  -0.935
33 H -6.479 -1.002 2.917  0.227
34 H -7.550 -0.450 4.208  0.217
35 H -7.970 -1.876 3.236  0.219
36 H -5.573 -1.706 5.146  0.198
37 H -7.105 -2.477 5.525  0.196
38 H -4.241 -5.568 4.116  0.253
39 H -3.699 -5.400 2.422  0.259
40 H -5.426 -5.679 2.774  0.254
41 C -0.996 7.826 -3.177  -0.641
42 C -0.937 7.270 -1.768  -0.076
43 O -1.005 5.828 -1.735  -0.724
44 S 0.300 5.015 -2.146  2.386
45 C -0.225 3.437 -1.578  -0.890
46 O 1.395 5.481 -1.346  -0.953
47 O 0.410 4.994 -3.571  -0.932
48 H -0.109 7.555 -3.748  0.229
49 H -1.061 8.914 -3.144  0.217
50 H -1.861 7.432 -3.709  0.218
51 H -0.042 7.606 -1.243  0.198
52 H -1.799 7.609 -1.196  0.194
53 H -0.333 3.469 -0.498  0.246
54 H 0.538 2.717 -1.859  0.272
55 H -1.167 3.190 -2.061  0.256
56 C 1.936 -2.534 -2.128  -0.637
57 C 2.016 -1.180 -2.808  -0.084
58 O 3.136 -1.095 -3.719  -0.725
59 S 3.012 -1.838 -5.118  2.388
60 C 4.412 -1.098 -5.885  -0.888
61 O 1.816 -1.399 -5.768  -0.939
62 O 3.263 -3.234 -4.936  -0.937
63 H 1.703 -3.325 -2.840  0.229
64 H 1.156 -2.519 -1.367  0.203
65 H 2.888 -2.785 -1.660  0.218
66 H 1.088 -0.943 -3.330  0.199
67 H 2.177 -0.411 -2.061  0.213
68 H 4.231 -0.033 -5.997  0.252
69 H 4.528 -1.571 -6.857  0.253
70 H 5.287 -1.286 -5.269  0.252


Number 1: strongest force on any atom 4.0 eV Å⁻¹, total energy -7215.14764 Eh. Number 2: strongest force on any atom 1.7 eV Å⁻¹, total energy -272.52842 Eh. Number 3: strongest force on any atom 7.2 eV Å⁻¹, total energy -383.32070 Eh. Number 4: strongest force on any atom 1.2 eV Å⁻¹, total energy -6264.94498 Eh.